Density functional theory data (ωB97M-V with the def2-TZVPD basis set) for a structure of composition C50H50Br6F6O9 in a non-equilibrium geometry.

Frontier orbital gap   8.30 eV
Max |F|   6.94 eV Å⁻¹
E_tot   -507643.935 eV
Net charge   0

Positions of all 121 atoms, in Å:
C (-0.61, 5.12, -4.89)
C (-0.34, 6.27, -5.84)
C (-1.31, 7.49, -5.93)
O (-0.52, 8.61, -5.79)
C (0.77, 8.23, -5.62)
O (1.64, 9.02, -5.54)
O (0.92, 6.89, -5.63)
H (-0.97, 5.49, -3.94)
H (0.30, 4.54, -4.72)
H (-1.37, 4.43, -5.24)
H (-0.21, 5.88, -6.85)
H (-2.02, 7.27, -5.13)
H (-1.73, 7.35, -6.93)
C (-3.98, 6.69, 0.02)
C (-4.55, 6.08, 1.30)
C (-6.02, 5.84, 1.39)
O (-6.14, 4.60, 1.90)
C (-4.91, 4.01, 2.06)
O (-4.73, 2.86, 2.49)
O (-3.94, 4.90, 1.64)
H (-4.31, 6.14, -0.87)
H (-2.90, 6.52, 0.03)
H (-4.20, 7.75, -0.06)
H (-4.36, 6.94, 1.95)
H (-6.46, 6.08, 0.42)
H (-6.35, 6.62, 2.08)
C (-1.68, -3.22, -0.50)
C (-2.11, -1.91, 0.21)
C (-1.36, -1.63, 1.50)
O (-0.63, -0.46, 1.24)
C (-0.91, 0.00, 0.09)
O (-0.28, 0.93, -0.46)
O (-1.63, -0.88, -0.63)
H (-2.24, -3.27, -1.44)
H (-2.11, -4.06, 0.05)
H (-0.60, -3.35, -0.54)
H (-3.17, -1.67, 0.32)
H (-0.82, -2.50, 1.86)
H (-2.05, -1.36, 2.30)
F (3.82, -3.91, -0.34)
C (4.65, -4.81, 0.22)
C (4.32, -5.54, 1.32)
C (5.15, -6.57, 1.74)
C (6.32, -6.89, 1.02)
C (6.67, -6.05, -0.02)
C (5.85, -5.00, -0.46)
H (3.38, -5.36, 1.80)
H (4.87, -7.12, 2.63)
H (6.89, -7.79, 1.20)
H (7.66, -6.10, -0.44)
H (6.23, -4.44, -1.31)
F (7.75, 6.10, 1.94)
C (7.16, 5.02, 1.34)
C (7.95, 3.93, 0.94)
C (7.39, 2.88, 0.20)
C (5.97, 2.90, -0.02)
C (5.15, 3.93, 0.46)
C (5.76, 5.00, 1.17)
H (9.00, 3.92, 1.19)
H (7.95, 2.01, -0.13)
H (5.51, 2.11, -0.60)
H (4.09, 3.95, 0.31)
H (5.23, 5.90, 1.45)
F (2.25, -3.76, 6.11)
C (2.71, -4.64, 7.03)
C (1.88, -4.94, 8.12)
C (2.37, -5.79, 9.12)
C (3.58, -6.42, 8.98)
C (4.35, -6.18, 7.82)
C (3.94, -5.28, 6.87)
H (0.92, -4.49, 8.31)
H (1.82, -5.87, 10.05)
H (3.94, -7.13, 9.72)
H (5.31, -6.66, 7.75)
H (4.48, -5.01, 5.98)
F (-5.89, -0.30, -3.64)
C (-5.83, -1.10, -4.71)
C (-4.57, -1.56, -5.14)
C (-4.54, -2.43, -6.19)
C (-5.68, -2.77, -6.87)
C (-6.96, -2.35, -6.42)
C (-7.05, -1.48, -5.33)
H (-3.76, -1.07, -4.62)
H (-3.56, -2.72, -6.54)
H (-5.65, -3.46, -7.71)
H (-7.86, -2.58, -6.98)
H (-7.98, -1.04, -4.99)
F (1.37, -0.19, -6.61)
C (1.34, -1.57, -6.70)
C (1.07, -2.28, -7.89)
C (1.10, -3.66, -7.87)
C (1.21, -4.39, -6.67)
C (1.47, -3.64, -5.51)
C (1.50, -2.26, -5.47)
H (0.98, -1.85, -8.88)
H (0.94, -4.25, -8.76)
H (1.17, -5.47, -6.66)
H (1.57, -4.19, -4.59)
H (1.70, -1.64, -4.60)
F (2.28, 6.93, 7.40)
C (1.59, 6.00, 6.76)
C (2.23, 5.14, 5.84)
C (1.54, 4.13, 5.25)
C (0.20, 3.96, 5.64)
C (-0.41, 4.71, 6.62)
C (0.28, 5.77, 7.16)
H (3.26, 5.39, 5.64)
H (2.04, 3.58, 4.46)
H (-0.45, 3.26, 5.13)
H (-1.44, 4.48, 6.82)
H (-0.25, 6.49, 7.77)
C (-5.44, -9.02, -4.90)
Br (-5.06, -10.87, -4.16)
Br (-3.95, -7.85, -4.49)
Br (-7.17, -8.22, -4.33)
H (-5.52, -9.21, -5.97)
C (-4.89, -1.39, 8.11)
Br (-6.18, 0.09, 7.88)
Br (-4.65, -1.91, 10.00)
Br (-3.10, -1.04, 7.27)
H (-5.32, -2.28, 7.65)

---

Density functional theory data (ωB97M-V with the def2-TZVPD basis set) for a structure of composition C50H50N7O2PS5Y in a non-equilibrium geometry.

Frontier orbital gap   4.91 eV
Max |F|   1.28 eV Å⁻¹
E_tot   -131697.503 eV
Net charge   -1
Relative energy (zero: lowest compared OMol25 entry of this formula, charge and spin)   39.1 kcal per mole

Positions of all 116 atoms, in Å:
Y (-0.71, -0.85, -0.25)
C (-0.97, 3.84, 3.82)
C (-1.40, 3.16, 2.53)
S (-0.12, 2.58, 1.42)
C (0.94, 4.03, 1.19)
C (2.45, 3.78, 1.39)
S (2.98, 2.51, 2.56)
C (3.03, 3.42, 4.11)
C (1.74, 4.11, 4.55)
S (0.32, 3.01, 4.79)
H (-1.84, 3.94, 4.47)
H (-0.62, 4.86, 3.64)
H (-2.10, 3.83, 2.01)
H (-1.95, 2.23, 2.72)
H (0.59, 4.84, 1.83)
H (0.82, 4.38, 0.16)
H (2.94, 4.72, 1.67)
H (2.88, 3.48, 0.44)
H (3.82, 4.17, 4.08)
H (3.32, 2.68, 4.86)
H (1.46, 4.87, 3.81)
H (1.94, 4.63, 5.48)
C (-5.43, 4.54, -1.93)
C (-5.63, 3.30, -2.52)
C (-4.62, 2.34, -2.51)
C (-3.40, 2.62, -1.91)
C (-3.21, 3.86, -1.31)
C (-4.21, 4.82, -1.33)
P (-2.05, 1.40, -1.76)
C (-2.67, 0.06, -2.85)
C (-2.36, -0.09, -4.15)
C (-2.89, -1.19, -4.95)
C (-3.67, -2.14, -4.43)
C (-4.00, -2.21, -2.97)
C (-3.44, -1.01, -2.12)
C (-0.68, 2.14, -2.72)
C (-0.86, 3.05, -3.73)
C (0.24, 3.66, -4.37)
C (1.51, 3.37, -3.96)
C (1.74, 2.46, -2.90)
C (3.06, 2.24, -2.40)
C (3.25, 1.43, -1.32)
C (2.14, 0.75, -0.74)
C (0.84, 0.86, -1.20)
C (0.65, 1.80, -2.28)
H (-6.22, 5.28, -1.94)
H (-6.58, 3.07, -2.99)
H (-4.79, 1.38, -2.99)
H (-2.27, 4.07, -0.81)
H (-4.04, 5.78, -0.85)
H (-1.72, 0.64, -4.64)
H (-2.65, -1.22, -6.00)
H (-4.06, -2.92, -5.08)
H (-5.07, -2.43, -2.82)
H (-4.15, -0.60, -1.39)
H (-1.86, 3.33, -4.03)
H (0.07, 4.36, -5.18)
H (2.37, 3.85, -4.43)
H (3.89, 2.75, -2.87)
H (4.24, 1.30, -0.90)
H (2.35, 0.15, 0.14)
S (-2.32, -0.17, 1.52)
N (2.48, -1.62, -3.22)
C (2.12, -2.05, -1.98)
N (3.14, -2.35, -1.12)
O (0.93, -2.20, -1.70)
H (3.37, -1.17, -3.35)
H (1.71, -1.20, -3.72)
H (4.02, -1.89, -1.27)
H (2.86, -2.45, -0.16)
C (0.50, -0.66, 3.45)
C (0.89, -1.89, 2.73)
N (0.58, -2.19, 1.48)
C (1.11, -3.44, 1.22)
C (1.77, -3.89, 2.32)
N (1.63, -2.90, 3.28)
C (2.20, -2.93, 4.60)
N (1.42, -3.68, 5.56)
N (0.57, -3.04, 6.39)
N (-0.03, -3.89, 7.12)
C (0.41, -5.15, 6.78)
C (0.06, -6.40, 7.30)
C (0.69, -7.50, 6.76)
C (1.66, -7.36, 5.74)
C (2.01, -6.14, 5.23)
C (1.36, -5.03, 5.77)
H (-0.48, -0.35, 3.04)
H (1.20, 0.16, 3.27)
H (0.41, -0.83, 4.53)
H (0.98, -3.91, 0.27)
H (2.30, -4.81, 2.51)
H (2.28, -1.92, 4.98)
H (3.19, -3.37, 4.54)
H (-0.68, -6.49, 8.08)
H (0.45, -8.49, 7.12)
H (2.13, -8.25, 5.35)
H (2.75, -6.05, 4.45)
C (0.16, -7.89, -3.64)
C (-0.38, -9.11, -2.95)
O (0.07, -10.22, -3.10)
S (-1.77, -8.92, -1.84)
C (-2.16, -7.20, -1.94)
C (-1.60, -6.30, -1.03)
C (-1.89, -4.96, -1.10)
C (-2.74, -4.45, -2.10)
C (-3.32, -5.36, -2.99)
C (-3.04, -6.72, -2.91)
C (-3.01, -3.02, -2.15)
C (-2.45, -2.01, -1.45)
H (1.06, -8.19, -4.18)
H (0.38, -7.10, -2.93)
H (-0.58, -7.49, -4.33)
H (-0.94, -6.68, -0.25)
H (-1.48, -4.26, -0.38)
H (-3.99, -5.00, -3.75)
H (-3.49, -7.41, -3.61)